Record 1
Entry from OMol25: C5HNO2 in the gas phase (ωB97M-V with the def2-TZVPD basis set).

Positions of all 9 atoms, in Å:
C  -0.083  0.487  -0.327
C  0.968  -0.020  -1.153
C  1.926  -0.439  -1.786
C  -0.637  -0.443  0.801
C  -1.650  0.256  1.714
H  2.849  -0.541  -2.402
N  -2.487  0.671  2.413
O  -0.534  1.594  -0.295
O  -0.353  -1.565  1.034

HOMO-LUMO gap (eV): 9.4
Largest force on an atom (eV Å⁻¹): 2.55
Net charge: 0
SMILES: C#CC(=O)C(=O)C#N

Mulliken atomic charge list, values in e, 4 entries: atom 1 (C): 0.46, atom 2 (C): -0.41, atom 3 (C): 0.07, atom 4 (C): 0.53

Record 2
Entry from OMol25: a gas-phase ion, C5NO2S (charge -1) (ωB97M-V with the def2-TZVPD basis set).

Positions of all 9 atoms, in Å:
C  1.687  0.024  0.940
C  2.507  -0.396  1.731
C  -1.934  -0.831  -0.003
C  0.139  0.058  -1.067
C  0.716  0.455  0.177
N  -2.606  -0.996  0.905
O  0.556  0.165  -2.183
O  -1.131  -0.629  -1.019
S  0.066  2.151  0.520

HOMO-LUMO gap (alpha / beta) (eV): 7.3 / 7.3
Largest force on an atom (eV Å⁻¹): 6.24
Net charge: -1

Mulliken atomic charge list, values in e, 4 entries: atom 1 (C): -0.01, atom 2 (C): -0.51, atom 3 (C): 0.56, atom 4 (C): 0.48

Record 3
Entry from OMol25: 10 unconnected molecules or ions with the total composition C60H100 (ωB97M-V with the def2-TZVPD basis set).

Positions of all 160 atoms, in Å:
C  0.649  1.022  -7.113
C  -0.662  0.894  -6.622
C  -0.741  0.826  -5.233
C  0.377  0.900  -4.355
C  1.649  1.172  -4.929
C  1.682  1.189  -6.282
H  0.779  1.142  -8.178
H  -1.519  0.751  -7.264
H  -1.693  0.703  -4.738
H  0.260  0.909  -3.282
H  2.500  1.274  -4.272
H  2.678  1.216  -6.700
C  3.772  5.640  -0.654
C  4.683  6.355  0.123
C  5.892  5.778  0.402
C  6.254  4.501  0.051
C  5.309  3.763  -0.697
C  4.051  4.323  -0.995
H  2.852  6.174  -0.841
H  4.485  7.365  0.451
H  6.596  6.447  0.875
H  7.239  4.081  0.195
H  5.475  2.761  -1.064
H  3.423  3.724  -1.637
C  -4.049  2.680  3.543
C  -3.844  2.065  4.799
C  -3.907  2.818  6.036
C  -4.138  4.129  5.978
C  -4.485  4.711  4.748
C  -4.439  3.989  3.596
H  -3.815  2.129  2.644
H  -3.592  1.015  4.786
H  -3.754  2.245  6.939
H  -4.288  4.655  6.910
H  -4.770  5.753  4.732
H  -4.720  4.456  2.664
C  -3.052  0.676  9.215
C  -2.776  -0.090  8.032
C  -3.631  -1.028  7.500
C  -4.925  -1.147  8.124
C  -5.184  -0.393  9.261
C  -4.308  0.524  9.886
H  -2.321  1.333  9.662
H  -1.770  -0.093  7.640
H  -3.260  -1.684  6.726
H  -5.551  -1.938  7.738
H  -6.107  -0.490  9.814
H  -4.548  0.890  10.874
C  -5.174  0.593  -0.986
C  -5.181  1.967  -0.638
C  -3.977  2.627  -0.259
C  -2.839  1.879  -0.144
C  -2.756  0.535  -0.530
C  -3.975  -0.093  -0.867
H  -6.068  0.047  -1.246
H  -6.143  2.417  -0.446
H  -3.999  3.672  0.010
H  -1.944  2.389  0.182
H  -1.862  -0.066  -0.453
H  -3.879  -1.139  -1.118
C  6.121  -0.395  -8.890
C  4.891  -1.127  -8.212
C  5.158  -1.659  -6.813
C  3.773  -2.036  -6.151
C  3.718  -3.156  -5.070
C  2.429  -3.246  -4.176
H  6.783  -1.136  -9.337
H  6.630  0.213  -8.142
H  5.794  0.280  -9.681
H  4.054  -0.433  -8.143
H  4.461  -1.921  -8.823
H  5.813  -1.036  -6.204
H  5.709  -2.591  -6.936
H  3.482  -1.089  -5.697
H  3.008  -2.207  -6.908
H  3.915  -4.135  -5.507
H  4.597  -3.014  -4.440
H  1.571  -3.461  -4.813
H  2.442  -4.065  -3.456
H  2.185  -2.419  -3.510
C  -9.003  1.136  0.206
C  -9.272  0.828  1.609
C  -8.816  -0.568  1.907
C  -7.301  -0.523  2.274
C  -6.801  -1.954  2.760
C  -5.241  -2.075  2.809
H  -9.445  0.430  -0.498
H  -7.951  1.356  0.028
H  -9.474  2.085  -0.048
H  -8.677  1.474  2.255
H  -10.307  1.027  1.887
H  -8.962  -1.316  1.128
H  -9.349  -0.951  2.777
H  -6.657  -0.092  1.508
H  -7.194  0.084  3.173
H  -7.262  -2.360  3.660
H  -7.008  -2.712  2.004
H  -4.855  -1.332  2.111
H  -4.852  -1.886  3.810
H  -4.842  -3.038  2.491
C  2.209  0.544  -1.020
C  2.073  0.071  0.412
C  0.560  -0.032  0.764
C  0.525  -0.426  2.264
C  -0.881  -0.893  2.694
C  -1.162  -0.839  4.215
H  1.623  1.413  -1.320
H  1.910  -0.269  -1.682
H  3.192  0.846  -1.381
H  2.543  -0.905  0.535
H  2.688  0.779  0.967
H  0.154  -0.854  0.175
H  -0.047  0.831  0.488
H  1.107  -1.255  2.668
H  0.769  0.470  2.834
H  -1.630  -0.305  2.164
H  -1.242  -1.846  2.307
H  -0.740  0.015  4.744
H  -2.194  -0.938  4.552
H  -0.540  -1.651  4.592
C  -3.429  -5.969  0.299
C  -2.316  -6.059  1.416
C  -1.907  -4.633  2.043
C  -0.819  -4.684  3.136
C  0.593  -4.693  2.502
C  1.753  -4.845  3.519
H  -3.464  -6.921  -0.229
H  -2.953  -5.320  -0.437
H  -4.357  -5.545  0.682
H  -2.532  -6.884  2.095
H  -1.439  -6.346  0.835
H  -2.872  -4.217  2.335
H  -1.487  -4.008  1.256
H  -0.663  -3.781  3.726
H  -0.981  -5.530  3.804
H  0.728  -5.631  1.965
H  0.724  -3.782  1.919
H  2.687  -4.501  3.075
H  1.536  -4.042  4.224
H  1.981  -5.776  4.038
C  9.578  4.219  -3.501
C  9.065  2.866  -3.968
C  7.988  2.294  -3.101
C  7.664  0.764  -3.204
C  6.242  0.500  -2.630
C  5.835  -0.915  -2.607
H  10.221  4.308  -2.625
H  8.643  4.690  -3.196
H  10.015  4.852  -4.272
H  8.662  2.759  -4.974
H  9.939  2.215  -3.944
H  7.090  2.893  -3.246
H  8.275  2.448  -2.061
H  7.673  0.500  -4.261
H  8.393  0.175  -2.647
H  6.225  0.855  -1.599
H  5.514  1.181  -3.071
H  4.909  -1.189  -2.103
H  5.573  -1.365  -3.565
H  6.572  -1.562  -2.131

HOMO-LUMO gap (eV): 9.5
Largest force on an atom (eV Å⁻¹): 4.39
Net charge: 0
SMILES: c1ccccc1.c1ccccc1.c1ccccc1.c1ccccc1.c1ccccc1.CCCCCC.CCCCCC.CCCCCC.CCCCCC.CCCCCC

Mulliken atomic charge list, values in e, 4 entries: atom 1 (C): -0.25, atom 2 (C): -0.79, atom 3 (C): -0.33, atom 4 (C): -0.44

Record 4
Entry from OMol25: 11 unconnected molecules or ions with the total composition C60H125N5O17S3 (ωB97M-V with the def2-TZVPD basis set).

Positions of all 210 atoms, in Å:
C  -5.304  0.481  7.284
C  -3.859  0.531  6.781
C  -3.667  -0.411  5.562
C  -4.379  -0.010  4.231
C  -3.811  1.453  3.988
C  -3.909  2.494  5.126
N  -3.489  1.900  6.403
O  -3.687  2.782  7.467
C  -2.954  3.578  4.737
C  -5.349  3.082  5.063
C  -3.006  0.009  7.933
H  -5.766  -0.506  7.322
H  -5.992  0.979  6.601
H  -5.490  0.953  8.249
H  -2.615  -0.628  5.375
H  -4.152  -1.320  5.918
H  -5.439  0.241  4.280
H  -4.187  -0.686  3.398
H  -4.323  1.879  3.125
H  -2.769  1.336  3.691
H  -1.918  3.249  4.810
H  -3.023  4.083  3.773
H  -2.984  4.381  5.473
H  -5.599  3.695  5.929
H  -5.314  3.731  4.188
H  -6.174  2.382  4.927
H  -1.934  -0.050  7.745
H  -3.144  -1.051  8.146
H  -3.156  0.583  8.848
H  -4.646  2.805  7.501
C  1.403  -3.399  -5.488
C  1.147  -1.998  -4.745
C  2.478  -1.729  -3.917
C  2.342  -0.407  -3.206
C  2.246  0.654  -4.267
C  1.121  0.514  -5.292
N  0.960  -0.896  -5.648
O  0.261  -1.131  -6.848
C  -0.267  1.062  -4.806
C  1.526  1.295  -6.548
C  -0.096  -2.181  -3.799
H  0.530  -3.684  -6.074
H  1.739  -4.111  -4.734
H  2.166  -3.424  -6.266
H  2.639  -2.480  -3.144
H  3.354  -1.598  -4.552
H  3.300  -0.294  -2.698
H  1.488  -0.206  -2.559
H  3.171  0.802  -4.824
H  2.027  1.568  -3.716
H  -0.394  2.144  -4.829
H  -1.012  0.575  -5.436
H  -0.464  0.716  -3.791
H  0.653  1.502  -7.168
H  2.017  2.246  -6.343
H  2.151  0.681  -7.196
H  -0.129  -3.238  -3.535
H  -0.986  -1.908  -4.367
H  -0.038  -1.560  -2.905
H  0.923  -1.440  -7.471
C  6.040  2.149  -0.973
C  6.392  3.598  -1.373
C  6.629  3.606  -2.939
C  5.310  3.404  -3.636
C  4.359  4.568  -3.278
C  4.091  4.690  -1.745
N  5.367  4.591  -0.981
O  5.215  4.714  0.410
C  3.449  6.018  -1.455
C  3.201  3.470  -1.339
C  7.695  4.130  -0.810
H  6.890  1.597  -0.573
H  5.892  1.595  -1.900
H  5.183  2.032  -0.310
H  7.066  4.465  -3.449
H  7.315  2.785  -3.145
H  4.895  2.471  -3.254
H  5.349  3.201  -4.706
H  3.408  4.336  -3.757
H  4.751  5.478  -3.733
H  3.018  5.979  -0.455
H  4.174  6.831  -1.502
H  2.602  6.291  -2.085
H  2.261  3.462  -1.891
H  3.533  2.446  -1.511
H  2.932  3.456  -0.282
H  7.580  4.180  0.272
H  7.860  5.147  -1.164
H  8.555  3.510  -1.065
H  4.697  3.921  0.569
C  -4.605  -0.360  -1.776
C  -4.960  -1.602  -0.892
C  -5.963  -1.101  0.227
C  -7.429  -1.164  -0.243
C  -7.617  -2.636  -0.753
C  -6.721  -3.044  -1.984
N  -5.363  -2.715  -1.666
O  -4.613  -2.995  -2.766
C  -6.911  -4.552  -2.227
C  -7.319  -2.326  -3.295
C  -3.709  -1.982  -0.075
H  -3.836  -0.751  -2.443
H  -4.220  0.512  -1.249
H  -5.403  -0.028  -2.440
H  -5.870  -1.661  1.158
H  -5.763  -0.066  0.503
H  -7.569  -0.421  -1.029
H  -8.147  -1.076  0.573
H  -8.650  -2.903  -0.978
H  -7.439  -3.335  0.064
H  -6.267  -4.815  -3.066
H  -6.778  -5.154  -1.328
H  -7.867  -4.796  -2.690
H  -8.393  -2.514  -3.296
H  -7.154  -1.252  -3.217
H  -6.849  -2.676  -4.214
H  -3.296  -1.211  0.575
H  -2.885  -2.490  -0.576
H  -3.872  -2.832  0.587
H  -3.995  -3.661  -2.457
C  5.907  -2.358  1.587
C  4.779  -2.359  0.585
C  5.405  -2.938  -0.771
C  5.703  -4.455  -0.628
C  4.351  -5.110  -0.329
C  3.674  -4.647  1.027
N  3.632  -3.173  0.986
O  2.932  -2.456  1.947
C  2.261  -5.199  1.039
C  4.441  -5.371  2.203
C  4.494  -0.847  0.252
H  5.582  -2.305  2.626
H  6.571  -1.510  1.417
H  6.633  -3.165  1.489
H  4.735  -2.751  -1.610
H  6.309  -2.426  -1.101
H  6.512  -4.692  0.063
H  6.096  -4.825  -1.575
H  4.411  -6.199  -0.312
H  3.809  -5.030  -1.272
H  1.756  -4.731  0.193
H  2.181  -6.284  0.976
H  1.697  -4.833  1.897
H  4.090  -4.990  3.162
H  4.201  -6.434  2.182
H  5.523  -5.259  2.131
H  3.736  -0.599  -0.490
H  5.382  -0.258  0.022
H  4.118  -0.357  1.150
H  2.208  -2.157  1.391
C  -1.925  -7.381  -2.607
S  -2.194  -5.673  -2.115
O  -3.712  -5.586  -1.801
C  -1.257  -5.541  -0.481
H  -2.304  -7.602  -3.605
H  -2.478  -8.116  -2.023
H  -0.879  -7.687  -2.575
H  -0.419  -6.237  -0.469
H  -1.913  -5.794  0.352
H  -0.849  -4.557  -0.249
C  -0.269  5.770  -2.237
S  -1.616  4.482  -2.701
O  -2.353  3.960  -1.479
C  -2.750  5.531  -3.776
H  0.429  5.474  -1.454
H  -0.634  6.727  -1.863
H  0.316  5.916  -3.145
H  -2.292  5.783  -4.732
H  -3.084  6.417  -3.237
H  -3.713  5.047  -3.941
C  0.264  5.093  3.120
S  1.320  5.374  1.661
O  0.799  4.238  0.749
C  0.570  6.995  1.141
H  0.802  4.916  4.051
H  -0.267  4.157  2.946
H  -0.514  5.856  3.092
H  -0.518  7.048  1.175
H  0.868  7.172  0.107
H  0.953  7.812  1.752
C  -0.912  1.350  -0.763
C  -0.931  1.361  0.810
O  -0.249  0.122  1.217
C  -0.184  -0.684  0.165
O  0.166  -1.821  0.242
O  -0.698  -0.034  -0.926
H  -0.152  1.951  -1.262
H  -1.881  1.612  -1.188
H  -1.932  1.257  1.229
H  -0.406  2.260  1.133
C  2.584  1.922  3.549
C  2.652  0.572  4.241
O  4.045  0.414  4.432
C  4.756  1.430  3.836
O  5.972  1.524  3.736
O  3.909  2.244  3.261
H  1.868  2.586  4.033
H  2.137  1.762  2.569
H  2.355  -0.331  3.708
H  2.017  0.703  5.117
C  -1.970  -2.590  3.342
C  -1.200  -3.438  2.318
O  -1.740  -4.674  2.706
C  -2.775  -4.533  3.490
O  -3.322  -5.501  4.027
O  -2.998  -3.292  3.760
H  -2.278  -1.737  2.738
H  -1.218  -2.304  4.078
H  -0.140  -3.341  2.552
H  -1.448  -3.200  1.283

HOMO-LUMO gap (eV): 7.6
Largest force on an atom (eV Å⁻¹): 6.50
Net charge: 0

Mulliken atomic charge list, values in e, 4 entries: atom 1 (C): -1.81, atom 2 (C): 2.23, atom 3 (C): -1.51, atom 4 (C): -0.42